Entry 1:
Density functional theory data (ωB97M-V with the def2-TZVPD basis set) for a structure of composition C23H26BrCdN8O.

- Lowest unoccupied orbital energy: -0.0971 Ha
- Frontier orbital gap: 7.0208 eV
- Net charge: +1
- Energy relative to the best compared isomer or geometry (same formula, charge and spin): 3.9920 eV
- Energy: -112837.644 eV
- E_HOMO: -9.663 eV

Each line ends with the Löwdin charge.
Atoms and positions in Å:
Cd 1.66844 2.98497 -0.09812  1.4290
Br -6.74164 -3.66180 -2.39090  0.7690
C -5.00795 -3.66285 -1.64949  -0.6952
C -4.84532 -3.85981 -0.28577  -0.1099
C -3.57385 -3.84944 0.26127  -0.0517
C -2.47393 -3.62129 -0.55434  -0.2888
C -2.63404 -3.49886 -1.92700  -0.0314
C -3.90759 -3.49546 -2.47550  -0.1070
N -1.14494 -3.75920 -0.00444  0.1240
N -0.49084 -2.86794 0.52043  0.0939
C -0.83804 -1.42416 0.54025  -0.3029
C -0.88810 -0.12337 2.77576  -0.0580
C -0.68431 1.18081 2.76142  0.0696
C 0.30923 1.58374 1.71263  -0.6009
O 1.08081 2.66425 1.94004  -0.2605
C 0.58486 0.45877 -0.16462  -0.4109
N 1.58222 1.00154 -1.04182  -0.0622
C 1.68426 0.49319 -2.28188  -0.1951
C 1.00311 -0.59973 -2.73890  -0.0937
C 0.13695 -1.27435 -1.83058  -0.0218
C -0.09477 -0.77499 -0.60011  -0.1070
H -5.70578 -4.02763 0.34654  0.1082
H -3.44215 -4.02785 1.32101  0.1216
H -1.77072 -3.42987 -2.57327  0.1039
H -4.04068 -3.38131 -3.54188  0.1083
H -1.54152 -0.69884 3.41437  0.1387
H -1.17648 1.89027 3.41052  0.1326
H 2.39651 0.99473 -2.92869  0.1051
H 1.16943 -0.97354 -3.73572  0.0919
H -0.29734 -2.21966 -2.12678  0.0855
C 3.19346 -0.77385 0.75830  -0.0418
N 2.32576 -0.01345 1.64285  -0.1679
C 2.95093 0.54093 2.83037  -0.0450
C 1.04288 0.27560 1.29717  -0.2434
N -0.28084 1.63060 0.31090  0.0903
N -0.06013 -0.87390 1.82190  -0.0561
C 0.66072 -1.91926 2.60457  0.0043
C -2.31475 -1.05912 0.63685  0.0088
H 3.74263 -1.51578 1.34429  0.0933
H 3.91652 -0.13578 0.24345  0.0881
H 2.60950 -1.29883 0.00356  0.0920
H 3.68161 1.31512 2.57883  0.0906
H 3.46876 -0.25332 3.37579  0.0920
H 2.20569 0.99015 3.48092  0.0908
H -1.28468 1.53897 0.20418  0.1072
H 1.13084 -1.41210 3.44340  0.1051
H 1.40248 -2.41440 1.99192  0.0935
H -0.05731 -2.65260 2.96385  0.1060
H -2.78845 -1.25120 -0.32290  0.0970
H -2.44017 -0.00494 0.86540  0.0767
H -2.83137 -1.63267 1.40531  0.0890
N 3.15803 5.37197 -1.72735  -0.0097
C 2.90576 6.36600 -2.59242  -0.0626
C 1.53847 6.47209 -2.70520  -0.0374
C 1.03310 5.48865 -1.85319  -0.1397
N 2.02244 4.82890 -1.25535  -0.1222
H 4.05223 5.05583 -1.39509  0.1619
H 3.70696 6.91913 -3.05137  0.1321
H 0.98566 7.16416 -3.31330  0.1098
H 0.00745 5.23281 -1.64208  0.1130

Entry 2:
Density functional theory data (ωB97M-V with the def2-TZVPD basis set) for a cluster of 2 separate species, CHFI2S in total at a distorted geometry.

- 2S+1: 3
- Lowest unoccupied orbital energy (spin up / spin down): -0.0069 / -0.1382 Ha
- Frontier orbital gap (spin up / spin down): 7.3695 / 5.6191 eV
- Energy relative to the best compared isomer or geometry (same formula, charge and spin): 0.0499 eV
- Energy: -30804.503 eV
- E_HOMO (spin up / spin down): -7.558 / -9.379 eV

Each line ends with the Löwdin charge.
Atoms and positions in Å:
C -1.25772 -0.07428 0.21232  -0.8768
F -2.04172 0.73841 -0.42433  -0.0248
S -1.19667 -0.12030 1.79256  0.7297
I 3.49236 -0.77990 0.12722  0.0513
I 1.76783 0.81222 -1.09039  0.1079
H -0.76407 -0.57615 -0.61737  0.0127

Entry 3:
Density functional theory data (ωB97M-V with the def2-TZVPD basis set) for a structure of composition C35H33Cl2N2O5SSiTa at a distorted geometry.

- Lowest unoccupied orbital energy: -0.2505 Ha
- Frontier orbital gap: 7.2315 eV
- Net charge: +2
- Energy relative to the best compared isomer or geometry (same formula, charge and spin): 0.3036 eV
- Energy: -95349.570 eV
- E_HOMO: -14.048 eV

Each line ends with the Löwdin charge.
Atoms and positions in Å:
Ta -0.46053 0.14200 0.15326  1.9058
Cl 1.77781 7.14660 -1.03028  0.7619
C 1.41976 5.52750 -0.59057  -0.6439
C 2.34726 4.80394 0.16325  -0.0568
C 2.09250 3.49602 0.53823  -0.5706
Cl 3.21425 2.59126 1.46597  0.8112
C 0.89879 2.89192 0.14980  -0.3037
O 0.62683 1.63876 0.49631  -0.2338
C -0.04064 3.62318 -0.60436  -0.1273
C -1.26022 3.00826 -1.00891  -0.0904
O -1.57773 1.81411 -0.82840  -0.1049
C 0.22624 4.95263 -0.96954  -0.0168
H 3.27566 5.27173 0.46346  0.1272
H -1.98876 3.64198 -1.52547  0.1610
H -0.49519 5.51956 -1.54351  0.1319
C -8.30327 0.66117 -1.66166  -0.0233
C -6.94604 0.21491 -1.21827  -0.2283
C -5.79530 0.71857 -1.82951  -0.0043
C -4.53851 0.29023 -1.45081  -0.0380
C -4.43713 -0.66430 -0.44517  -0.2997
C -5.56483 -1.19656 0.17685  -0.0310
C -6.80951 -0.74260 -0.20933  -0.0008
S -2.89293 -1.23967 0.07555  0.7278
O -1.87814 -0.85829 -0.99610  -0.4202
O -2.93400 -2.59604 0.48850  -0.1971
N -2.21265 -0.24893 1.15443  -0.2272
C -1.84537 -0.38493 2.49156  -0.3550
C -2.50872 -0.89538 3.58634  0.0380
C -1.82915 -0.83631 4.79697  -0.0006
C -0.55607 -0.28348 4.86766  -0.0149
C 0.03652 0.18928 3.71399  -0.0791
N -0.60718 0.12996 2.54764  0.0298
H -8.27182 1.65612 -2.10136  0.0883
H -9.00947 0.66297 -0.83327  0.0916
H -8.68689 -0.02567 -2.41933  0.1041
H -5.89163 1.45029 -2.62095  0.1271
H -3.65090 0.67669 -1.92966  0.1040
H -5.46735 -1.96578 0.93129  0.1236
H -7.69404 -1.14570 0.26568  0.1315
H -3.50181 -1.31192 3.50236  0.1299
H -2.29831 -1.21977 5.69302  0.1311
H -0.02728 -0.22327 5.80734  0.1243
H 1.02869 0.62189 3.70296  0.1224
C 2.16173 -4.26073 0.02248  -0.0717
C 2.30355 -3.23838 -1.11410  -0.6161
C 1.16534 -3.42063 -2.12596  -0.0759
C 3.65667 -3.42746 -1.81671  -0.0734
Si 2.26144 -1.52370 -0.37261  0.6449
O 0.67755 -1.26909 0.28124  -0.3815
C 3.45204 -1.15810 0.99805  -0.2367
C 4.81477 -0.98112 0.73527  -0.0949
C 5.70236 -0.68769 1.75961  -0.0574
C 5.24299 -0.57703 3.06497  -0.0579
C 3.89828 -0.77400 3.34574  -0.0749
C 3.01255 -1.06248 2.31919  -0.1102
C 2.12819 -0.08849 -1.60328  -0.2039
C 0.88541 0.09491 -2.24127  -0.1836
C 0.64084 1.20682 -3.05182  -0.0594
C 1.63308 2.15585 -3.23419  -0.0483
C 2.86265 1.98854 -2.60880  -0.0293
C 3.10253 0.88735 -1.79454  -0.0597
H 2.21029 -5.27162 -0.38800  0.0976
H 1.20371 -4.16130 0.53912  0.0839
H 2.96249 -4.16210 0.75818  0.0855
H 1.17197 -4.44809 -2.49637  0.0989
H 1.28252 -2.76498 -2.99205  0.0828
H 0.18333 -3.24507 -1.67635  0.0763
H 3.68618 -4.41097 -2.29095  0.0984
H 4.48925 -3.38131 -1.11062  0.0801
H 3.82101 -2.68361 -2.60119  0.0857
H 5.19948 -1.08355 -0.27463  0.1066
H 6.75378 -0.55531 1.54225  0.1166
H 5.93647 -0.35560 3.86518  0.1161
H 3.54704 -0.71703 4.36833  0.1097
H 1.96750 -1.23716 2.54841  0.0794
H 0.16084 -0.72278 -2.26969  0.0913
H -0.30823 1.29986 -3.56576  0.1257
H 1.46163 3.00913 -3.87712  0.1224
H 3.64455 2.72263 -2.75752  0.1256
H 4.06129 0.80130 -1.30046  0.1026

Entry 4:
Density functional theory data (ωB97M-V with the def2-TZVPD basis set) for the ion C5H14N3 with charge +1 at a distorted geometry.

- Lowest unoccupied orbital energy: -0.1245 Ha
- Frontier orbital gap: 9.9013 eV
- Net charge: +1
- Energy relative to the best compared isomer or geometry (same formula, charge and spin): 0.9545 eV
- Energy: -9876.212 eV
- E_HOMO: -13.288 eV

Each line ends with the Löwdin charge.
Atoms and positions in Å:
N 0.10955 -1.61982 -1.39870  -0.0072
C 0.19579 -0.34273 -2.14167  -0.2468
C -0.25046 0.94798 -1.37045  -0.1902
C -1.42052 0.82380 -0.38332  -0.1659
C -1.17145 0.01538 0.89013  -0.1466
N 0.24440 -0.24424 1.22478  0.0656
C 0.88714 0.48986 2.06059  -0.1379
N 2.01134 0.07584 2.62741  0.1768
H -0.82666 -1.98223 -1.52640  0.0757
H 0.68339 -2.28230 -1.93894  0.0914
H 1.19297 -0.14474 -2.53320  0.1124
H -0.50102 -0.40706 -2.98567  0.1096
H -0.57581 1.66946 -2.10065  0.1061
H 0.68982 1.32375 -0.93829  0.1010
H -2.20744 0.26645 -0.91514  0.1215
H -1.79957 1.80867 -0.17644  0.1071
H -1.59863 0.44594 1.79849  0.1246
H -1.61996 -0.97764 0.78953  0.1244
H 0.64044 -1.03646 0.71440  0.1415
H 0.43087 1.39653 2.43189  0.1694
H 2.64248 0.67446 3.13909  0.1316
H 2.24333 -0.90089 2.73255  0.1360

Entry 5:
Density functional theory data (ωB97M-V with the def2-TZVPD basis set) for the molecule C5H5N at a distorted geometry.

- Lowest unoccupied orbital energy: -0.0182 Ha
- Frontier orbital gap: 9.9691 eV
- Energy relative to the best compared isomer or geometry (same formula, charge and spin): 4.2557 eV
- Energy: -6751.652 eV
- E_HOMO: -10.465 eV

Each line ends with the Löwdin charge.
Atoms and positions in Å:
C -1.59346 -0.20438 -0.25871  -0.0598
C -0.31613 0.60270 -0.30063  -0.4253
C 0.19259 1.65550 -0.87734  0.2454
C 0.90459 0.16499 0.58815  -0.1770
C 2.01345 -0.44117 -0.16002  -0.2255
N 2.89589 -0.91721 -0.73598  0.1488
H -2.34625 0.17381 -0.95330  0.0777
H -2.06442 -0.19515 0.73646  0.0857
H -1.42703 -1.26079 -0.51559  0.0879
H 1.26552 0.99646 1.20410  0.1162
H 0.47523 -0.57477 1.27284  0.1259